{
  "formula": "C42H81F6N7O12S2",
  "method": "ωB97M-V/def2-TZVPD",
  "symbols": ["C", "C", "O", "O", "C", "C", "C", "C", "C", "C", "C", "O", "C", "F", "F", "F", "O", "C", "C", "C", "C", "S", "C", "S", "N", "C", "C", "O", "C", "C", "C", "C", "O", "C", "F", "F", "F", "C", "N", "O", "C", "C", "C", "C", "H", "H", "H", "H", "H", "H", "H", "H", "H", "H", "H", "H", "H", "H", "H", "H", "H", "H", "H", "H", "H", "H", "H", "H", "H", "H", "H", "H", "H", "H", "H", "H", "H", "H", "H", "H", "H", "H", "H", "H", "H", "H", "H", "H", "H", "H", "C", "O", "N", "C", "C", "H", "H", "H", "H", "H", "H", "H", "C", "O", "N", "C", "C", "H", "H", "H", "H", "H", "H", "H", "C", "O", "N", "C", "C", "H", "H", "H", "H", "H", "H", "H", "C", "O", "N", "C", "C", "H", "H", "H", "H", "H", "H", "H", "C", "O", "N", "C", "C", "H", "H", "H", "H", "H", "H", "H"],
  "positions_angstrom": [[2.808, 1.132, 5.195], [2.287, -0.378, 4.710], [3.276, -1.192, 4.257], [0.869, -0.768, 4.828], [0.279, -1.071, 3.499], [0.609, -2.642, 3.165], [-0.495, -3.401, 2.220], [-0.637, -2.809, 0.699], [0.775, -2.931, -0.195], [0.894, -4.568, -0.519], [0.416, -4.969, -2.034], [1.093, -6.273, -2.344], [-1.215, -5.324, -2.143], [-1.646, -6.212, -1.034], [-2.059, -4.125, -2.348], [-1.327, -6.161, -3.397], [0.554, -2.108, -1.382], [1.778, -1.328, -1.765], [3.080, -2.316, -1.809], [4.325, -1.833, -2.745], [5.782, -2.144, -1.983], [6.554, -3.667, -2.818], [8.098, -4.225, -1.916], [8.009, -5.729, -1.062], [9.434, -3.516, -1.879], [9.798, -2.925, -3.228], [9.631, -1.266, -3.283], [10.440, -0.585, -2.259], [10.640, -1.421, -1.065], [9.424, -2.481, -0.773], [1.864, -0.086, -0.704], [3.256, 0.773, -0.719], [2.865, 2.184, -0.384], [4.346, 0.341, 0.444], [4.040, -0.934, 1.131], [5.754, 0.407, -0.102], [4.316, 1.403, 1.519], [1.427, -0.822, -3.323], [1.693, 0.649, -3.551], [2.673, 0.844, -4.491], [0.460, 1.283, -4.229], [-0.706, 1.738, -3.171], [-0.201, 2.936, -2.120], [-1.904, 2.469, -4.082], [2.022, 1.686, 5.862], [3.814, 0.983, 5.813], [3.057, 1.762, 4.232], [0.744, -0.333, 2.713], [-0.886, -0.864, 3.561], [1.697, -2.725, 2.732], [0.624, -3.223, 4.206], [-1.554, -3.230, 2.745], [-0.330, -4.582, 2.264], [-0.852, -1.647, 0.809], [-1.541, -3.299, 0.138], [1.614, -2.567, 0.536], [0.338, -5.227, 0.279], [2.046, -4.832, -0.413], [0.775, -4.233, -2.879], [1.053, -6.808, -1.493], [3.497, -2.605, -0.728], [2.697, -3.353, -2.262], [4.344, -2.547, -3.702], [4.259, -0.744, -3.166], [6.552, -1.269, -2.097], [5.661, -2.370, -0.841], [9.244, -3.450, -4.143], [10.960, -3.114, -3.426], [8.483, -1.048, -3.198], [9.998, -0.930, -4.368], [11.664, -1.987, -1.119], [10.719, -0.681, -0.134], [9.676, -3.031, 0.243], [8.356, -1.978, -0.670], [0.997, 0.677, -1.007], [1.649, -0.366, 0.418], [3.794, 0.846, -1.756], [2.665, 2.665, -1.263], [1.938, -1.528, -4.139], [0.257, -0.967, -3.512], [3.013, 1.777, -4.250], [0.820, 2.280, -4.775], [-0.016, 0.582, -5.043], [-1.199, 0.833, -2.616], [-0.890, 3.892, -2.175], [0.889, 3.212, -2.445], [-0.262, 2.464, -1.045], [-2.091, 1.925, -5.101], [-1.611, 3.603, -4.312], [-2.925, 2.524, -3.470], [-5.081, -6.399, 2.268], [-4.014, -6.135, 2.807], [-5.226, -6.956, 1.015], [-6.527, -7.239, 0.445], [-4.042, -7.267, 0.242], [-6.043, -6.202, 2.767], [-6.596, -8.310, 0.236], [-6.636, -6.675, -0.486], [-7.329, -6.956, 1.132], [-3.427, -7.977, 0.804], [-3.467, -6.349, 0.086], [-4.313, -7.701, -0.724], [-7.208, -4.322, 5.069], [-7.156, -5.408, 4.508], [-6.148, -3.688, 5.684], [-6.292, -2.400, 6.329], [-4.851, -4.331, 5.686], [-8.147, -3.747, 5.126], [-5.618, -1.686, 5.846], [-6.024, -2.501, 7.384], [-7.319, -2.033, 6.253], [-4.531, -4.491, 4.652], [-4.935, -5.302, 6.183], [-4.114, -3.713, 6.207], [-3.761, 4.979, -1.376], [-3.946, 4.032, -2.131], [-3.835, 4.931, -0.001], [-3.603, 6.099, 0.823], [-4.155, 3.674, 0.643], [-3.512, 5.981, -1.761], [-2.762, 5.898, 1.493], [-4.502, 6.300, 1.413], [-3.373, 6.975, 0.210], [-3.400, 2.931, 0.368], [-5.132, 3.331, 0.289], [-4.177, 3.790, 1.730], [0.282, 6.502, -0.245], [-0.600, 6.731, -1.062], [0.899, 7.443, 0.551], [1.938, 7.090, 1.496], [0.496, 8.830, 0.441], [0.664, 5.481, -0.081], [1.613, 7.375, 2.501], [2.851, 7.634, 1.237], [2.141, 6.016, 1.475], [-0.571, 8.910, 0.671], [0.660, 9.168, -0.587], [1.069, 9.455, 1.131], [-7.302, 8.624, 0.838], [-6.236, 8.889, 1.378], [-7.448, 8.068, -0.415], [-8.749, 7.784, -0.984], [-6.263, 7.756, -1.187], [-8.265, 8.821, 1.338], [-8.817, 6.713, -1.193], [-8.857, 8.348, -1.915], [-9.550, 8.068, -0.297], [-5.648, 7.047, -0.625], [-5.688, 8.674, -1.343], [-6.535, 7.323, -2.154]],
  "forces_ev_per_a": [[-0.260, -0.667, 0.243], [4.768, -3.071, -1.571], [-6.987, 4.826, 2.643], [3.072, 1.511, -1.424], [-0.063, -0.851, -0.838], [-0.030, -0.529, 0.246], [-0.865, 0.116, 0.472], [0.711, 0.887, 0.344], [-2.791, -1.314, 1.827], [1.157, 0.835, -0.316], [0.537, -1.534, 0.717], [-1.200, 1.239, 1.869], [0.350, -0.796, -1.995], [1.026, 3.198, -3.547], [2.235, -4.179, 1.109], [-0.408, 2.718, 3.964], [2.538, -0.136, 0.899], [-0.038, -0.134, -0.315], [-0.052, -1.101, 0.084], [0.876, -1.293, -0.522], [0.438, 1.146, 0.489], [0.465, 0.261, 0.599], [1.033, -1.878, 2.115], [0.082, 3.341, -1.962], [-2.629, 0.328, -1.213], [1.401, 1.101, -1.095], [-0.338, -1.431, -1.207], [-1.023, -2.012, -0.035], [-0.267, 0.155, 1.329], [0.623, 0.357, 0.716], [-0.195, 0.698, -0.282], [-0.714, 1.162, -0.283], [0.440, -0.763, -2.070], [0.745, 1.507, 1.794], [1.542, 4.022, -2.441], [-4.469, -0.791, 1.988], [0.348, -3.782, -3.117], [-0.979, -0.831, -0.077], [-3.731, -0.399, 0.233], [3.035, 1.897, -0.485], [-1.123, 1.020, 0.467], [-0.909, 1.445, -1.082], [-0.309, -1.193, -0.267], [-0.286, 0.256, 0.284], [1.428, -1.146, -1.414], [-2.295, 0.168, -1.488], [-0.603, -1.403, 1.875], [-0.933, -1.472, 1.380], [2.502, -0.489, 0.110], [-2.095, 0.219, 0.854], [-0.043, 1.404, -2.222], [2.199, -0.428, -1.142], [-0.197, 2.631, -0.223], [0.300, -2.320, -0.320], [1.789, 0.887, 1.005], [-1.310, -0.663, -1.809], [0.873, 1.497, -1.628], [-2.407, 0.301, -0.587], [-1.258, -1.429, 1.876], [0.065, 0.936, -1.557], [-1.047, 0.909, -2.284], [0.764, 2.319, 0.972], [-0.157, 1.698, 1.937], [0.165, -2.026, 1.047], [-1.715, -1.496, 0.221], [0.074, 0.436, -2.199], [0.932, 1.244, 2.257], [-2.438, 0.239, 0.600], [2.128, -0.068, 0.053], [-0.735, -0.520, 2.539], [-1.980, 0.849, -0.077], [-0.264, -1.540, -2.089], [-0.601, 1.127, -2.064], [2.313, -0.658, -0.189], [2.126, -1.648, 0.604], [0.459, 0.101, -2.321], [-0.901, -0.757, 2.116], [0.415, -1.470, 1.989], [-0.779, 1.718, 1.809], [2.525, 0.125, 0.854], [-0.520, -2.257, -0.754], [-0.702, -2.187, 1.228], [1.024, 1.183, 1.467], [1.159, 1.630, -0.964], [1.427, -2.052, 0.090], [-1.931, -0.363, 0.913], [0.480, 1.295, -1.938], [0.367, 0.904, 1.916], [-0.491, -2.543, 0.443], [2.382, -0.185, -1.368], [-0.187, -0.304, -0.659], [-0.256, -0.169, -0.542], [0.022, 0.512, 1.268], [0.240, 0.013, 0.032], [0.153, 0.217, 0.245], [0.097, -0.050, -0.092], [-0.202, 0.074, -0.084], [-0.190, -0.121, -0.003], [0.205, -0.017, -0.038], [0.093, 0.067, -0.191], [-0.105, -0.330, 0.008], [-0.025, 0.104, 0.197], [0.902, 0.093, 0.277], [0.116, 0.698, 0.437], [-1.424, -0.444, -0.578], [0.105, -0.217, -0.072], [0.041, -0.294, -0.259], [0.071, 0.075, 0.062], [-0.091, 0.118, 0.167], [-0.043, 0.223, -0.026], [0.143, -0.123, -0.027], [0.152, -0.180, 0.191], [0.201, 0.065, -0.116], [-0.236, -0.035, -0.053], [-0.057, -0.267, 0.693], [-0.029, 0.418, 0.749], [0.106, 0.224, -1.431], [-0.050, -0.154, 0.032], [-0.019, -0.144, -0.301], [0.034, -0.017, 0.155], [-0.034, 0.204, 0.044], [0.152, 0.196, 0.077], [-0.007, -0.209, 0.055], [-0.170, -0.082, 0.115], [0.119, -0.151, 0.137], [0.028, 0.092, -0.229], [0.092, 0.784, 0.249], [0.498, 0.083, 0.593], [-0.529, -1.191, -0.749], [-0.102, 0.146, -0.074], [-0.244, -0.017, -0.248], [0.073, 0.038, 0.078], [0.211, -0.082, 0.027], [0.051, -0.123, 0.192], [-0.086, 0.164, -0.060], [0.116, 0.192, -0.066], [-0.103, 0.137, 0.155], [-0.068, -0.220, -0.107], [0.443, -0.254, -0.624], [-0.612, -0.329, -0.600], [-0.117, 0.575, 1.331], [0.220, -0.017, -0.042], [0.222, 0.103, 0.204], [-0.039, -0.045, -0.111], [-0.201, 0.089, -0.078], [-0.198, -0.123, 0.020], [0.196, -0.019, -0.059], [0.013, 0.089, -0.230], [0.091, -0.189, -0.072], [-0.036, 0.081, 0.225]],
  "smiles": "CC(=O)OCCCC[C@@H](C[C@@H](O)C(F)(F)F)O[C@](CCCSC(=S)N1CCOCC1)(C[C@@H](O)C(F)(F)F)CN(O)CC(C)C.CN(C)C=O.CN(C)C=O.CN(C)C=O.CN(C)C=O.CN(C)C=O",
  "charge": 0,
  "gap_ev": 7.586,
  "total_energy_ev": -117825.9066
}